Entry 1:
Here is a cluster of 6 separate species, C14H36F3N14O7 in total from OMol25. Energies are from ωB97M-V/def2-TZVPD.

Values from the calculation:
total charge: +1
electronic energy: -2147.65731 Eh
HOMO level: -11.16 eV
HOMO-LUMO gap: 0.266 hartree
E_LUMO: -0.1440 hartree
spin multiplicity: 1

Geometry (Å):
C 0.6910 -3.6091 0.1583
C 1.1124 -1.9958 0.2870
O 2.4086 -1.7810 0.5895
N 0.0628 -0.9365 0.0577
C -0.4405 -0.9576 -1.3785
C 0.4613 0.4338 0.5174
N -0.2460 1.6643 -0.0879
C 0.1877 2.8291 0.7704
N 0.4438 4.0446 0.1597
N 0.3105 2.3798 2.2095
C 0.5556 0.8602 2.0778
C -0.1913 0.1086 3.2870
C -1.5314 -0.7550 2.9826
O -1.2749 -2.1588 2.5121
C -2.6858 -0.0217 2.0802
F -4.0044 -0.2226 2.7931
F -2.8660 -0.7544 0.7730
F -2.5440 1.4415 1.9265
H 0.1719 -3.9865 1.1463
H -0.0291 -3.8253 -0.7375
H 1.6802 -4.2549 0.0409
H 0.4620 -0.7384 -2.0997
H -1.3518 -0.2214 -1.5668
H -0.8589 -2.0375 -1.6674
H 1.5736 0.6458 0.1364
H -1.2596 1.5500 -0.3019
H 1.0698 4.0460 -0.6900
H -0.0290 4.9324 0.5062
H -0.4768 2.6607 2.8333
H 1.7085 0.8005 2.3901
H 0.5928 -0.6132 3.8224
H -0.4814 0.9036 4.1287
H -2.0389 -0.9262 4.0530
H -0.7056 -2.5960 3.2371
C -2.4501 5.7697 -1.6601
O -1.6724 5.6373 -0.7285
N -2.2452 6.6466 -2.6596
N -3.5817 5.0508 -1.7708
H -2.8740 6.7699 -3.4352
H -1.4048 7.2078 -2.6147
H -3.7740 4.3791 -1.0391
H -4.2344 5.1457 -2.5304
C 2.4114 -1.4723 -4.2297
O 1.3810 -0.8946 -3.9218
N 2.8643 -1.5270 -5.4953
N 3.1865 -2.1059 -3.3311
H 3.7104 -1.9978 -5.7684
H 2.3103 -1.0626 -6.2030
H 2.8815 -2.0889 -2.3667
H 4.0383 -2.5871 -3.5655
C 3.9827 4.3457 -1.3300
O 3.1759 3.4407 -1.1875
N 4.8541 4.3888 -2.3540
N 4.0729 5.3810 -0.4757
H 5.5258 5.1256 -2.4882
H 4.8196 3.6284 -3.0202
H 3.4349 5.3872 0.3093
H 4.7307 6.1355 -0.5763
C -5.7498 -3.2921 0.1699
O -4.8148 -4.0761 0.1328
N -5.5914 -1.9833 0.4381
N -7.0224 -3.6665 -0.0539
H -6.3490 -1.3223 0.4731
H -4.6490 -1.6599 0.6127
H -7.1856 -4.6435 -0.2594
H -7.8055 -3.0356 -0.0276
C 2.8016 -5.6662 2.5356
O 2.4670 -6.0782 1.4362
N 3.0553 -6.4845 3.5728
N 2.9467 -4.3569 2.8084
H 3.3321 -6.1640 4.4854
H 2.9579 -7.4781 3.4099
H 2.7652 -3.7066 2.0550
H 3.2213 -3.9984 3.7074


Entry 2:
Here is an isolated molecule of C3H5ClOS from OMol25. Energies are from ωB97M-V/def2-TZVPD.

Values from the calculation:
SMILES string: OCC(=S)CCl
total charge: 0
electronic energy: -1050.88700 Eh
HOMO level: -9.11 eV
HOMO-LUMO gap: 0.309 hartree
E_LUMO: -0.0258 hartree
spin multiplicity: 1
ΔE to the lowest compared entry with this formula, charge and spin: 1.050 eV

Geometry (Å):
O -0.7171 1.6400 0.1130
C 0.4349 1.0283 -0.5195
C 0.7479 -0.3878 -0.0513
S 2.2534 -0.9674 -0.2687
C -0.3656 -1.0553 0.6686
Cl -1.6718 -1.2997 -0.5092
H -1.3957 0.9460 -0.0048
H 1.3517 1.6932 -0.4993
H 0.1720 0.8771 -1.5682
H -0.7048 -0.3947 1.5148
H -0.1049 -2.0796 1.1247